Entry from the Open Molecules 2025 dataset: a single C4H6N2S2 molecule at a distorted geometry (ωB97M-V with the def2-TZVPD basis set).

XYZ file:
```
14
Properties=species:S:1:pos:R:3:forces:R:3:nbo_charge:R:1
C 0.2223 -2.0375 0.7196 -5.47 0.26 2.46 -0.099
N -0.4918 -0.9309 0.6462 2.01 -3.01 1.50 -0.233
N 0.0715 -0.0484 -0.2525 -0.61 -2.46 -2.70 -0.299
C 0.0201 -0.5587 -1.5484 1.51 2.10 -0.09 -0.069
S 0.2703 0.3834 -2.9228 -0.31 -1.27 1.54 -0.137
C 0.5225 1.1748 0.3016 1.25 0.72 0.32 -0.309
C -0.7396 1.9306 0.7377 -1.11 -1.31 -2.90 -0.297
S -1.3776 2.6530 2.0060 0.71 -0.08 -0.01 0.139
H -0.4157 -2.8759 1.3429 2.39 1.93 -1.57 0.220
H 1.1138 -2.1861 0.1665 0.89 -0.36 -0.30 0.188
H -0.0491 -1.6761 -1.4795 -0.52 1.28 -0.72 0.204
H 0.9861 1.6960 -0.6250 -0.33 -0.41 1.80 0.279
H 1.2300 0.8064 1.1347 -0.68 1.41 -1.16 0.225
H -1.3627 1.6693 -0.2270 0.29 1.21 1.82 0.187
```
Positions in Å, forces in eV/Å.

Computed properties:
- Kohn-Sham gap: 8.3 eV
- Relative energy (zero: lowest compared OMol25 entry of this formula, charge and spin): 441.0 kJ/mol
- LUMO: -0.4 eV
- SMILES: C=NN(C=S)CC=S